This record from OMol25 describes a 6-piece molecular cluster, C29H52N2O17P overall in a non-equilibrium geometry. The level of theory is ωB97M-V with the def2-TZVPD basis set.

Results
Charge: -1
M, g/mol: 731.71
HOMO-LUMO gap, eV: 4.95
E, a.u.: -2866.1659

Element x y z (Å)
C  1.1606  -1.9655  -3.3527
C  -0.1788  -2.2513  -4.0094
N  -0.2480  -3.1612  -4.8989
C  -1.3562  -1.4927  -3.5799
P  -1.1701  0.3382  -4.2900
C  -2.6801  0.9352  -3.1942
C  -2.1385  1.6476  -1.9583
N  -3.2017  2.2557  -1.1242
C  -1.0352  2.0710  -5.1368
C  0.4103  2.5500  -5.3648
O  1.2001  2.3866  -4.1726
C  2.4972  2.3793  -4.3542
C  3.2821  2.1551  -3.0772
O  3.0712  2.5397  -5.3910
H  1.1100  -1.0881  -2.7110
H  1.5106  -2.7968  -2.7354
H  1.9354  -1.7621  -4.0968
H  0.6900  -3.5408  -5.0418
H  -1.3434  -1.4136  -2.4888
H  -2.2686  -1.9506  -3.9487
H  -2.1391  -0.0559  -5.3352
H  -0.0328  -0.1112  -5.1043
H  -0.3085  0.7191  -3.1864
H  -3.2574  0.0812  -2.8212
H  -3.3278  1.6348  -3.7292
H  -1.5629  0.9431  -1.3434
H  -1.4101  2.4060  -2.2622
H  -3.6986  1.5065  -0.6540
H  -2.8135  2.8467  -0.3953
H  -1.4478  1.9434  -6.1430
H  -1.6406  2.8492  -4.6619
H  0.3539  3.6221  -5.5791
H  0.7983  2.0181  -6.2266
H  4.0036  1.3603  -3.2362
H  3.7707  3.0814  -2.7902
H  2.6008  1.8887  -2.2679
C  8.6512  1.9206  -0.2121
C  7.1637  1.8937  0.0547
C  6.3145  2.0568  -1.1807
O  5.1206  2.6421  -0.6527
C  5.4893  3.3602  0.4410
O  4.8063  4.1684  0.9797
O  6.7512  3.0313  0.8297
H  9.2055  2.1531  0.6971
H  8.9889  0.9592  -0.5991
H  8.9022  2.6893  -0.9451
H  6.8948  0.9931  0.6136
H  6.0997  1.1157  -1.6818
H  6.7440  2.7551  -1.9035
C  -4.1714  -6.9827  -5.4028
C  -4.2304  -5.5287  -4.9940
C  -3.2134  -5.1425  -3.9528
O  -3.8570  -4.0481  -3.2980
C  -5.1914  -4.2582  -3.3902
O  -6.0162  -3.6832  -2.7556
O  -5.4614  -5.2269  -4.3103
H  -5.1079  -7.2961  -5.8650
H  -3.3541  -7.1497  -6.1043
H  -4.0121  -7.6259  -4.5350
H  -4.1706  -4.8841  -5.8746
H  -2.2550  -4.8355  -4.3742
H  -3.0439  -5.9302  -3.2124
C  -2.5054  0.4318  3.0184
C  -1.2125  -0.1934  2.5440
C  -0.0411  0.7615  2.4779
O  0.7632  0.1770  1.4462
C  -0.0921  -0.4648  0.5997
O  0.1917  -0.8333  -0.4892
O  -1.3172  -0.6019  1.1724
H  -3.3613  -0.1709  2.7154
H  -2.5082  0.5339  4.1020
H  -2.6417  1.4236  2.5792
H  -0.9785  -1.0785  3.1438
H  0.5099  0.8328  3.4028
H  -0.3288  1.7627  2.1534
C  -1.8151  5.2601  6.4535
C  -0.7343  4.3067  5.9995
C  -0.6423  4.1481  4.5045
O  -0.1009  2.8242  4.3657
C  -0.5304  2.1285  5.4558
O  -0.4868  0.9432  5.5618
O  -1.0212  2.9578  6.4037
H  -2.0792  5.0809  7.4954
H  -1.4863  6.2931  6.3420
H  -2.7248  5.1274  5.8657
H  0.2279  4.5880  6.4358
H  0.0062  4.8851  4.0365
H  -1.6172  4.1664  4.0117
C  0.9360  -2.4660  8.2068
C  0.3651  -2.6873  6.8252
C  -1.0515  -2.2019  6.6615
O  -1.5482  -3.0594  5.6264
C  -0.8713  -4.2357  5.7369
O  -1.1901  -5.2489  5.2088
O  0.2160  -4.0891  6.5410
H  1.7880  -3.1219  8.3854
H  1.2518  -1.4299  8.3287
H  0.1941  -2.6887  8.9759
H  1.0286  -2.2596  6.0685
H  -1.1122  -1.1554  6.3734
H  -1.6619  -2.3621  7.5548

Forces on atoms 1 to 3 (eV/Å):
0.1 0.7 0.2
0.2 -0.2 0.7
-0.2 -0.7 -0.6

Atomic partial charges in e from the Löwdin method, atoms 1 to 2:
1. C -0.076
2. C -0.557